Molecular formula: C5H8O
Method: DFT, ωB97M-V/def2-TZVPD

Calculated values
Multiplicity = 1
Charge = 0
Largest force on an atom = 0.395 eV/Å
ΔE to the lowest compared entry with this formula, charge and spin = 541.47 kJ/mol
LUMO level = 0.50 eV

Each line ends with the Mulliken charge.
CARTESIAN COORDINATES (ANGSTROEM)
C (1.0445, 1.0835, 0.2383)  -0.908
C (1.0588, -1.0561, 0.1857)  -0.941
C (-0.2765, -0.7398, -0.4943)  0.248
O (-1.3746, -0.8174, 0.4162)  -0.437
C (-1.4940, 0.6222, 0.4641)  -0.491
C (-0.2818, 0.7887, -0.4614)  -0.036
H (1.3386, -0.0790, 0.8654)  0.340
H (1.8285, 1.0989, -0.5381)  0.221
H (0.9663, -1.7856, 0.9967)  0.352
H (1.8767, -1.3177, -0.4858)  0.354
H (-0.4607, -1.3102, -1.4129)  0.386
H (-1.3552, 1.0149, 1.4780)  0.256
H (-2.4585, 0.9523, 0.0602)  0.234
H (-0.4339, 1.3607, -1.3802)  0.422